Formula: C36H83N5O6
Source: the OMol25 dataset
Level of theory: the ωB97M-V functional and the def2-TZVPD basis

Multiplicity: 1
LUMO in hartree: 0.0108
Kohn-Sham gap in eV: 8.15
Maximum force in Eh/bohr: 0.092
E in Eh: -2146.24786
HOMO in eV: -7.855
Energy above the lowest of the compared OMol25 structures with the same formula, charge and spin in kJ/mol: 715.22

XYZ file:
```
130
C36H83N5O6 (the ωB97M-V functional and the def2-TZVPD basis)
C -3.422 -5.345 -1.481
C -2.930 -5.932 -0.074
C -1.372 -6.247 -0.217
C -3.117 -4.683 0.798
C -3.073 -4.947 2.303
C -4.205 -6.004 2.593
C -3.981 -7.397 1.811
C -2.875 -8.180 2.521
C -5.352 -8.029 1.965
N -3.835 -6.991 0.370
O -3.669 -8.087 -0.464
H -4.237 -4.623 -1.422
H -2.620 -4.764 -1.934
H -3.467 -6.153 -2.212
H -1.234 -6.914 -1.067
H -0.726 -5.369 -0.231
H -0.992 -6.863 0.598
H -2.319 -3.950 0.681
H -4.068 -4.181 0.621
H -2.138 -5.335 2.708
H -3.356 -4.120 2.954
H -5.125 -5.464 2.371
H -4.136 -6.323 3.633
H -1.941 -7.618 2.541
H -2.636 -8.959 1.797
H -3.078 -8.679 3.469
H -6.222 -7.426 1.705
H -5.573 -8.713 2.784
H -5.325 -8.790 1.185
H -2.956 -8.593 -0.067
C -0.315 6.453 -5.825
C -1.618 6.486 -4.975
C -2.767 5.946 -5.816
C -1.492 5.671 -3.656
C -0.492 6.301 -2.636
C -0.921 7.755 -2.275
C -1.153 8.679 -3.575
C -1.981 9.870 -3.170
C 0.260 9.139 -3.938
N -1.893 7.910 -4.589
O -2.227 8.658 -5.640
H -0.326 7.409 -6.349
H 0.643 6.335 -5.320
H -0.254 5.636 -6.544
H -2.720 4.862 -5.918
H -3.670 6.251 -5.288
H -2.700 6.339 -6.830
H -2.418 5.716 -3.083
H -1.417 4.600 -3.839
H -0.390 5.908 -1.625
H 0.509 6.238 -3.063
H -0.106 8.123 -1.652
H -1.837 7.706 -1.686
H -2.338 10.581 -3.915
H -1.625 10.585 -2.429
H -2.948 9.456 -2.885
H 0.715 9.839 -3.237
H 0.237 9.766 -4.829
H 1.046 8.388 -3.860
H -3.163 8.845 -5.537
C 3.446 -2.420 2.212
C 4.220 -3.462 3.138
C 3.684 -3.210 4.542
C 3.750 -4.815 2.538
C 4.699 -5.946 2.965
C 6.185 -5.649 2.811
C 6.653 -4.304 3.420
C 6.833 -4.306 5.007
C 8.082 -4.022 2.783
N 5.676 -3.286 2.997
O 6.072 -1.949 2.949
H 3.758 -2.544 1.175
H 3.647 -1.401 2.543
H 2.384 -2.509 1.983
H 4.217 -3.677 5.369
H 2.605 -3.339 4.636
H 3.778 -2.130 4.653
H 2.848 -5.051 3.103
H 3.678 -4.786 1.451
H 4.516 -6.931 2.534
H 4.499 -6.138 4.019
H 6.582 -5.842 1.815
H 6.658 -6.472 3.346
H 7.761 -4.861 5.145
H 6.773 -3.273 5.350
H 6.037 -4.803 5.560
H 8.799 -4.842 2.832
H 8.022 -3.873 1.705
H 8.601 -3.281 3.390
H 5.822 -1.741 2.046
C -7.320 2.858 2.961
O -7.443 2.920 1.583
C -6.215 2.583 1.001
C -6.637 1.973 -0.362
C -7.622 0.821 -0.268
N -5.538 1.470 -1.167
H -6.414 3.312 3.362
H -7.489 1.840 3.311
H -8.198 3.471 3.167
H -5.752 3.563 0.880
H -5.511 1.878 1.442
H -7.085 2.823 -0.876
H -7.764 0.254 -1.187
H -8.587 1.118 0.142
H -7.183 0.186 0.502
H -5.903 1.849 -2.029
H -5.637 0.467 -1.115
C 5.820 0.695 -1.651
O 5.847 1.620 -0.534
C 5.255 2.904 -0.861
C 5.439 3.772 0.458
C 5.112 5.163 0.327
N 6.821 3.786 0.823
H 6.558 0.779 -2.448
H 4.853 0.588 -2.143
H 6.022 -0.284 -1.216
H 5.859 3.311 -1.673
H 4.270 2.747 -1.301
H 4.954 3.322 1.324
H 5.211 5.692 1.275
H 4.026 5.185 0.241
H 5.494 5.615 -0.589
H 6.794 4.169 1.757
H 7.127 2.830 0.930
C 0.029 0.803 -1.671
O -1.201 0.065 -1.787
H 0.965 0.468 -1.224
H 0.296 1.116 -2.681
H -0.210 1.741 -1.171
H -1.985 0.619 -1.803
```

Atomic partial charges in e from the Löwdin method, atoms 1 to 99: -0.0268 -0.4515 -0.0162 -0.1706 -0.1792 -0.1245 -0.4780 -0.0214 -0.0559 -0.0972 -0.0148 0.0737 0.0732 0.0739 0.0728 0.0808 0.0577 0.1170 0.1114 0.0975 0.1037 0.1089 0.1089 0.0690 0.0703 0.0933 0.0885 0.0853 0.0731 0.0773 -0.0245 -0.4755 -0.0386 -0.1211 -0.1772 -0.1122 -0.4812 -0.0573 -0.0513 -0.1605 -0.0137 0.0807 0.0671 0.0763 0.0862 0.0886 0.0830 0.1089 0.1107 0.1020 0.0877 0.1110 0.1087 0.0760 0.0902 0.0838 0.0769 0.0866 0.0737 0.1148 -0.0471 -0.4750 -0.0360 -0.1268 -0.1866 -0.1494 -0.4432 -0.0198 -0.0397 -0.1318 -0.0059 0.0736 0.0745 0.0846 0.0669 0.0853 0.0782 0.1120 0.1152 0.1082 0.1042 0.1127 0.1137 0.0750 0.0820 0.0566 0.0734 0.0799 0.0752 0.0894 -0.1267 -0.2004 -0.2100 -0.4553 -0.0646 0.0285 0.0909 0.0915 0.0945